Record 1
{
  "formula": "C27H35N5O2P2Zn",
  "method": "ωB97M-V/def2-TZVPD",
  "elements": ["Zn", "C", "C", "C", "C", "C", "C", "C", "C", "C", "H", "H", "H", "H", "H", "H", "H", "H", "H", "H", "H", "H", "H", "H", "H", "P", "P", "N", "N", "N", "N", "C", "C", "C", "C", "C", "C", "C", "C", "C", "C", "C", "C", "C", "C", "C", "C", "C", "C", "H", "H", "H", "H", "H", "H", "H", "H", "H", "H", "H", "H", "H", "H", "H", "H", "H", "H", "H", "H", "O", "N", "O"],
  "positions_angstrom": [[-0.44757, -2.89788, 5.09569], [-0.80923, 2.05281, 5.14151], [-1.17285, 1.16809, 4.20735], [-0.74314, 1.00931, 2.77678], [0.43052, 0.05419, 2.49792], [1.68060, 0.46351, 3.25202], [1.83519, 1.57448, 3.97781], [1.12674, 2.89939, 3.84033], [0.14759, 3.20001, 4.97755], [0.88454, -1.75160, 6.05818], [-1.23135, 1.91696, 6.14524], [-1.87056, 0.37323, 4.52197], [-0.54640, 1.98009, 2.31705], [-1.61463, 0.61293, 2.25828], [0.16600, -0.98665, 2.77861], [0.63502, 0.00826, 1.40785], [2.50998, -0.26074, 3.24078], [2.59359, 1.60419, 4.76969], [0.57055, 2.91142, 2.90311], [1.85630, 3.71480, 3.73072], [0.68369, 3.40872, 5.91600], [-0.41894, 4.11018, 4.73041], [0.54448, -1.34767, 7.03097], [1.13262, -0.91753, 5.37526], [1.76340, -2.41597, 6.19703], [1.34296, -1.12698, -2.29411], [-1.76525, -0.78569, -1.99321], [2.81197, -0.17410, -2.33331], [2.07748, -2.41035, -3.33138], [-1.98625, 0.96481, -1.78006], [-3.44845, -1.05157, -2.44368], [0.43587, -0.22756, -3.63434], [-1.02337, -0.71117, -3.70366], [3.36612, 0.40153, -1.18162], [4.40105, 1.24674, -1.55683], [4.49263, 1.20528, -2.98993], [3.50530, 0.33752, -3.43548], [2.26329, -3.72144, -2.88295], [2.78746, -4.48888, -3.92058], [2.94500, -3.61986, -5.05038], [2.50076, -2.36255, -4.66029], [-1.74976, 1.58890, -0.55046], [-1.84626, 2.96633, -0.70831], [-2.13762, 3.21003, -2.09414], [-2.21192, 1.97370, -2.72149], [-4.28243, -0.32859, -3.30664], [-5.39036, -1.10190, -3.62843], [-5.24286, -2.35757, -2.94120], [-4.05337, -2.30415, -2.23369], [0.91758, -0.37169, -4.61055], [0.46434, 0.84859, -3.39957], [-1.62920, -0.07490, -4.36669], [-1.07161, -1.74006, -4.10153], [2.96400, 0.14119, -0.21461], [5.03034, 1.82551, -0.89251], [5.20045, 1.72615, -3.62270], [3.25473, 0.06337, -4.44715], [2.00564, -3.97410, -1.86613], [3.01851, -5.54299, -3.88251], [3.32443, -3.87258, -6.03015], [2.45266, -1.45609, -5.24044], [-1.54488, 0.98419, 0.31754], [-1.72281, 3.71389, 0.06584], [-2.26547, 4.17063, -2.57775], [-2.41075, 1.75054, -3.75680], [-4.04962, 0.68047, -3.59593], [-6.20516, -0.80033, -4.27475], [-5.93095, -3.19143, -2.98042], [-3.57326, -3.01624, -1.58329], [-2.00882, 0.37635, 7.77610], [-1.91254, -0.28770, 6.72840], [-1.80577, -1.55978, 6.78367]],
  "forces_ev_per_a": [[-0.8, 1.7, 1.6], [-0.3, -0.2, 0.3], [-0.1, -0.7, 0.5], [-0.5, 0.1, -0.6], [0.5, 0.6, -0.3], [0.2, -0.4, 0.1], [0.5, 0.5, 0.1], [-0.4, 0.2, -0.3], [0.0, -0.1, -0.3], [1.9, -0.1, 0.2], [0.0, 0.1, -0.5], [0.4, 0.6, 0.1], [-0.2, -0.5, -0.2], [-0.1, -0.1, -0.1], [0.1, 0.4, 0.1], [-0.2, 0.0, 0.4], [-0.5, 0.0, 0.5], [0.3, -0.1, -0.6], [0.5, 0.3, 0.3], [0.1, -0.3, 0.2], [-0.2, -0.2, -0.2], [0.2, -0.1, 0.1], [-0.4, -0.7, -0.8], [-0.3, -0.5, 0.1], [-0.4, 0.6, -0.1], [2.6, -0.3, -2.0], [-2.0, 1.8, -1.0], [0.3, 1.1, 0.5], [-0.7, -0.7, 0.1], [0.8, 0.4, 0.4], [-0.6, -1.0, -0.3], [-0.4, 0.1, 0.0], [0.0, -0.3, 0.2], [0.5, 0.4, -0.9], [-0.6, -0.6, -0.1], [-1.0, -0.8, 0.3], [0.4, 0.6, 0.7], [0.2, 0.1, -1.1], [-0.4, 1.0, 0.5], [-0.5, 0.7, 0.9], [0.0, -1.0, 0.1], [-0.2, 0.8, -0.7], [0.0, -1.0, -0.4], [0.1, -1.2, 0.1], [0.3, 0.6, 0.7], [-0.5, -1.0, 0.0], [1.1, 0.1, 0.7], [0.8, 0.4, 0.1], [-0.5, 0.8, -0.7], [-0.1, 0.1, 0.4], [0.0, -0.3, 0.1], [0.2, -0.3, 0.3], [0.0, 0.3, 0.1], [0.1, 0.1, 0.0], [-0.2, -0.2, -0.1], [-0.1, -0.1, 0.1], [0.1, 0.1, 0.3], [0.0, -0.1, -0.1], [0.0, 0.1, 0.1], [0.0, 0.0, 0.1], [0.0, -0.2, 0.0], [0.0, 0.1, -0.1], [0.0, -0.2, -0.1], [0.0, -0.2, 0.1], [0.1, 0.1, 0.1], [-0.1, -0.1, 0.0], [0.1, 0.0, 0.2], [0.1, 0.1, 0.1], [-0.1, -0.1, 0.0], [0.3, -2.0, -0.9], [-0.5, 1.2, 0.0], [-0.1, -0.4, 0.5]],
  "lowdin_charge": [1.042, -0.100, -0.108, -0.226, -0.182, -0.137, -0.104, -0.205, -0.180, -0.201, 0.080, 0.083, 0.087, 0.089, 0.081, 0.095, 0.103, 0.113, 0.082, 0.118, 0.113, 0.116, 0.010, -0.029, -0.018, 1.065, 1.040, -0.280, -0.251, -0.256, -0.276, -0.397, -0.397, -0.148, -0.096, -0.083, -0.141, -0.156, -0.099, -0.086, -0.162, -0.142, -0.082, -0.079, -0.170, -0.136, -0.085, -0.100, -0.161, 0.063, 0.089, 0.070, 0.088, 0.084, 0.090, 0.093, 0.079, 0.089, 0.087, 0.092, 0.077, 0.059, 0.093, 0.095, 0.089, 0.077, 0.092, 0.089, 0.088, -0.108, -0.313, -0.308],
  "relative_energy_kj_mol": 0.0,
  "gap_ev": [4.474, 4.473],
  "largest_force_ha_per_bohr": 0.063
}

Record 2
{
  "formula": "C27H36Br4ClN4NiO10P",
  "method": "ωB97M-V/def2-TZVPD",
  "elements": ["Ni", "N", "C", "C", "C", "C", "N", "C", "N", "N", "C", "O", "O", "H", "H", "H", "H", "H", "H", "H", "H", "H", "H", "H", "H", "H", "H", "Br", "C", "C", "Br", "C", "Br", "C", "O", "C", "O", "C", "Br", "Cl", "C", "C", "C", "C", "C", "C", "C", "O", "O", "H", "H", "H", "H", "C", "C", "C", "C", "O", "P", "O", "O", "O", "C", "C", "C", "C", "H", "H", "H", "H", "H", "H", "H", "H", "H", "H", "H", "H", "H", "H", "H", "H", "H", "H"],
  "positions_angstrom": [[-0.11655, 0.68854, 0.38659], [-0.31760, 0.86539, 2.38604], [0.66522, 1.87107, 2.79022], [0.64733, 2.19585, 4.27507], [0.65614, 0.95872, 5.17702], [1.90707, 0.07035, 5.13150], [2.26686, -0.55786, 3.87384], [1.71958, -1.67989, 3.30822], [0.66529, -2.26487, 3.99615], [2.15734, -2.22476, 2.23042], [0.46598, 3.07402, 1.83148], [0.57702, 4.21272, 2.28639], [0.19762, 2.72197, 0.63907], [-1.27479, 1.19831, 2.46459], [-0.25523, -0.03953, 2.83108], [1.63972, 1.47167, 2.51154], [-0.24283, 2.79168, 4.49781], [1.50093, 2.84282, 4.49374], [-0.23756, 0.35853, 4.97342], [0.54946, 1.27913, 6.21950], [1.81129, -0.71302, 5.88940], [2.76673, 0.68003, 5.42468], [2.87858, -0.05898, 3.24427], [0.01260, -1.62930, 4.42836], [0.20221, -2.95134, 3.41537], [2.97899, -1.71780, 1.90748], [1.32140, -2.02776, 0.54040], [-1.28768, -7.00123, -0.69540], [-1.27618, -5.20295, -0.10805], [-2.32238, -4.67592, 0.63999], [-3.81756, -5.76635, 1.06274], [-2.29774, -3.35219, 1.06680], [-3.70100, -2.58307, 2.07396], [-1.23828, -2.46553, 0.73737], [-1.22464, -1.24176, 1.07496], [-0.16528, -3.04860, -0.00489], [0.87348, -2.23457, -0.31417], [-0.18930, -4.36621, -0.39988], [1.31349, -4.99300, -1.36486], [-1.50974, -4.54992, -3.97597], [-1.87915, -3.09099, -3.08276], [-3.07302, -3.01561, -2.38333], [-3.36327, -1.85684, -1.68244], [-2.46562, -0.79405, -1.65067], [-1.27424, -0.90182, -2.35264], [-0.97331, -2.04657, -3.08044], [-2.82620, 0.44856, -0.85142], [-4.02236, 0.70398, -0.72728], [-1.86432, 1.15271, -0.38818], [-3.75206, -3.85838, -2.38053], [-4.28907, -1.75851, -1.13037], [-0.56984, -0.07841, -2.33788], [-0.03716, -2.13714, -3.61459], [4.09195, -1.85385, -1.10105], [3.85427, -0.60033, -1.93285], [4.95278, -0.44980, -2.97848], [2.48798, -0.64117, -2.60280], [3.97727, 0.59669, -1.13597], [3.25056, 0.97476, 0.24804], [3.49588, 2.40480, 0.49499], [1.88818, 0.34016, 0.30618], [4.07083, 0.08315, 1.36685], [5.35177, 0.45942, 1.91210], [5.85668, -0.81058, 2.58664], [5.15850, 1.57409, 2.93706], [6.32264, 0.90171, 0.82280], [4.04318, -2.73455, -1.74489], [3.32983, -1.96879, -0.33605], [5.07396, -1.81691, -0.62407], [4.93764, -1.29623, -3.66815], [5.93067, -0.40518, -2.49485], [4.80392, 0.47142, -3.54351], [2.44809, -1.47885, -3.30393], [2.31358, 0.28843, -3.14868], [1.70673, -0.78310, -1.86085], [5.13664, -1.15516, 3.33195], [6.81280, -0.62524, 3.08188], [5.98906, -1.60304, 1.84796], [4.54518, 1.22274, 3.77174], [4.66818, 2.42501, 2.46585], [6.12570, 1.88272, 3.34243], [6.44103, 0.11592, 0.07556], [7.29679, 1.10691, 1.27411], [5.96005, 1.80134, 0.32702]],
  "forces_ev_per_a": [[-0.2, 0.3, 0.1], [-0.1, 0.1, 0.0], [0.0, 0.0, 0.0], [0.0, 0.0, 0.0], [0.0, 0.0, 0.0], [0.0, 0.0, 0.0], [0.0, 0.1, 0.0], [0.0, 0.0, 0.0], [0.0, 0.0, 0.0], [0.0, 0.0, 0.0], [0.0, 0.0, -0.1], [0.0, 0.0, 0.0], [0.1, 0.0, 0.0], [0.0, 0.0, 0.1], [0.1, 0.0, -0.1], [0.0, 0.0, 0.0], [0.0, 0.0, 0.0], [0.0, 0.0, 0.0], [0.0, 0.0, 0.0], [0.0, 0.0, 0.0], [0.0, 0.0, 0.0], [0.0, 0.0, 0.0], [0.0, 0.0, 0.0], [0.0, 0.0, 0.0], [0.0, 0.0, 0.0], [0.0, 0.0, 0.0], [-0.1, 0.1, 0.0], [0.0, 0.0, 0.0], [0.0, 0.0, 0.0], [0.0, 0.0, 0.0], [0.0, 0.0, 0.0], [0.1, 0.0, 0.0], [0.0, 0.0, 0.0], [-0.2, -0.1, 0.0], [0.4, 0.0, 0.0], [0.0, 0.0, 0.0], [0.0, -0.2, 0.0], [0.0, 0.0, -0.1], [0.0, 0.0, 0.0], [0.0, 0.0, 0.0], [0.0, 0.0, 0.0], [0.0, 0.0, 0.0], [0.0, 0.0, 0.0], [0.0, 0.0, 0.0], [0.0, 0.0, 0.0], [0.0, 0.0, 0.0], [-0.1, 0.0, 0.1], [0.0, 0.0, 0.0], [0.0, -0.1, -0.2], [0.0, 0.0, 0.0], [0.0, 0.0, 0.0], [0.0, 0.0, 0.0], [0.0, 0.0, 0.0], [0.0, 0.0, 0.0], [0.0, 0.0, 0.0], [0.0, 0.0, 0.0], [0.0, 0.0, 0.0], [0.0, 0.0, 0.0], [0.0, 0.0, 0.1], [0.0, 0.0, 0.0], [-0.1, -0.2, -0.1], [0.0, 0.0, 0.0], [0.0, 0.0, 0.0], [0.0, 0.0, 0.0], [0.0, 0.0, 0.0], [0.0, 0.0, 0.0], [0.0, 0.0, 0.0], [0.0, 0.0, 0.0], [0.0, 0.0, 0.0], [0.0, 0.0, 0.0], [0.0, 0.0, 0.0], [0.0, 0.0, 0.0], [0.0, 0.0, 0.0], [0.0, 0.0, 0.0], [0.0, 0.0, 0.0], [0.0, 0.0, 0.0], [0.0, 0.0, 0.0], [0.0, 0.0, 0.0], [0.0, 0.0, 0.0], [0.0, 0.0, 0.0], [0.0, 0.0, 0.0], [0.0, 0.0, 0.0], [0.0, 0.0, 0.0], [0.0, 0.0, 0.0]],
  "mulliken_spin": [1.718, 0.106, -0.009, 0.003, 0.006, -0.002, 0.001, -0.002, 0.000, 0.000, -0.002, 0.001, 0.064, -0.009, -0.007, 0.002, -0.001, 0.001, -0.003, 0.001, 0.000, 0.000, -0.001, 0.000, 0.000, 0.000, -0.001, 0.000, 0.000, 0.001, 0.000, 0.000, 0.000, 0.002, 0.014, -0.003, 0.009, -0.001, 0.000, 0.000, 0.001, 0.000, 0.001, 0.017, 0.018, 0.011, 0.010, 0.010, 0.037, 0.000, 0.000, -0.031, 0.000, -0.001, -0.001, 0.000, -0.004, 0.001, 0.005, 0.000, 0.037, 0.003, 0.001, 0.000, 0.000, 0.000, 0.000, 0.000, 0.000, 0.000, 0.000, 0.000, 0.000, 0.001, -0.003, 0.000, 0.000, 0.000, 0.000, 0.000, 0.000, 0.000, 0.000, 0.000],
  "charge": -2,
  "relative_energy_kj_mol": 8.7,
  "multiplicity": 3,
  "gap_ev": 6.595,
  "largest_force_ha_per_bohr": 0.007
}

Record 3
{
  "formula": "C27H36BrCl5N6O6PS2Tl",
  "method": "ωB97M-V/def2-TZVPD",
  "elements": ["Tl", "O", "S", "O", "O", "O", "Cl", "C", "C", "Cl", "C", "Cl", "C", "O", "C", "Cl", "C", "Cl", "O", "P", "N", "C", "C", "C", "C", "N", "C", "C", "C", "C", "N", "C", "C", "C", "C", "H", "H", "H", "H", "H", "H", "H", "H", "H", "H", "H", "H", "H", "H", "H", "H", "H", "H", "H", "H", "H", "H", "H", "H", "S", "C", "N", "C", "C", "C", "N", "H", "H", "H", "H", "H", "H", "H", "H", "Br", "C", "C", "C", "C", "N", "C", "H", "H", "H", "H"],
  "positions_angstrom": [[-0.43215, -2.13184, 0.11384], [2.81992, -2.84260, 2.89236], [1.91676, -3.21616, 1.80598], [2.03271, -2.24140, 0.66739], [0.46708, -3.09010, 2.26758], [2.12995, -4.58786, 1.33253], [2.38606, 5.22301, -6.81991], [0.99538, 4.28151, -6.38703], [1.13023, 2.96640, -5.93562], [2.71800, 2.28198, -5.80544], [0.02706, 2.21162, -5.58916], [0.20509, 0.58362, -5.02608], [-1.32360, 2.71158, -5.66169], [-2.32245, 2.03844, -5.34582], [-1.40090, 4.07119, -6.13392], [-2.99342, 4.74243, -6.24990], [-0.29110, 4.81566, -6.47923], [-0.48501, 6.44769, -7.04151], [-0.50194, 0.14758, 1.28464], [0.64950, 1.08769, 1.40913], [1.83182, 0.63031, 2.43260], [1.46901, 0.06907, 3.74633], [2.82064, -0.16245, 4.44468], [3.84012, 0.59581, 3.58850], [3.26308, 0.46489, 2.18304], [0.05489, 2.51297, 2.01120], [0.91623, 3.60364, 2.45207], [-0.07798, 4.69156, 2.85182], [-1.21041, 4.49166, 1.84414], [-1.31337, 2.97008, 1.73461], [1.44353, 1.49757, 0.00560], [0.79945, 2.46758, -0.89969], [1.72872, 2.50307, -2.12787], [2.62440, 1.25547, -1.99051], [1.96160, 0.44639, -0.88225], [0.91808, -0.86643, 3.63473], [0.84076, 0.79044, 4.28149], [3.04230, -1.22684, 4.40993], [2.80704, 0.17388, 5.48340], [4.84403, 0.17549, 3.66409], [3.88306, 1.65364, 3.87014], [3.46692, -0.52915, 1.77551], [3.61563, 1.23167, 1.49234], [1.57179, 3.95792, 1.64410], [1.55613, 3.28094, 3.27626], [0.35921, 5.69040, 2.82416], [-0.44218, 4.50364, 3.86543], [-0.92347, 4.91447, 0.87793], [-2.15074, 4.95296, 2.14721], [-1.65397, 2.64265, 0.75114], [-2.00669, 2.56541, 2.47932], [0.70754, 3.43984, -0.41354], [-0.20243, 2.12662, -1.18388], [2.32603, 3.41558, -2.14510], [1.14351, 2.47992, -3.04688], [3.63285, 1.53966, -1.68261], [2.69736, 0.69467, -2.92145], [2.61193, -0.24754, -0.35575], [1.12837, -0.13540, -1.30259], [-3.12727, -4.12047, 1.54638], [-2.12804, -5.48897, 1.51264], [-0.84582, -5.46676, 1.84305], [0.04922, -6.60919, 1.72607], [-0.72772, -7.90512, 1.86969], [-1.89484, -7.88327, 0.89780], [-2.67210, -6.68626, 1.14322], [-0.40777, -4.55443, 2.07750], [0.82089, -6.50230, 2.48480], [0.57230, -6.57092, 0.76726], [-1.11079, -8.00430, 2.88874], [-0.07664, -8.75625, 1.66323], [-2.54299, -8.75174, 1.03530], [-1.51462, -7.91095, -0.13182], [-3.60736, -6.60509, 0.78571], [-5.40872, -1.09986, 0.91220], [-4.39472, -0.33599, -0.49336], [-4.80899, -0.47328, -1.80722], [-4.03623, 0.11423, -2.79363], [-2.89486, 0.81374, -2.42357], [-2.50296, 0.93437, -1.15661], [-3.23289, 0.36031, -0.20335], [-5.70778, -1.02773, -2.04261], [-4.30045, 0.04463, -3.84004], [-2.29114, 1.28604, -3.19058], [-2.85966, 0.43708, 0.81138]],
  "forces_ev_per_a": [[-0.1, -0.1, 0.1], [0.0, 0.0, 0.0], [0.0, 0.0, 0.0], [0.0, 0.0, 0.0], [0.0, 0.0, 0.0], [0.0, 0.0, 0.0], [0.0, 0.0, 0.0], [0.0, 0.0, 0.0], [0.0, 0.0, 0.0], [0.0, 0.0, 0.0], [0.0, 0.0, 0.0], [0.0, 0.0, 0.0], [0.0, 0.0, 0.0], [0.0, 0.0, 0.0], [0.0, 0.0, 0.0], [0.0, 0.0, 0.0], [0.0, 0.0, 0.0], [0.0, 0.0, 0.0], [0.0, 0.0, 0.0], [0.0, 0.0, 0.0], [0.0, 0.0, 0.0], [0.0, 0.0, 0.0], [0.0, 0.0, 0.0], [0.0, 0.0, 0.0], [0.0, 0.0, 0.0], [0.0, 0.0, 0.0], [0.0, 0.0, 0.0], [0.0, 0.0, 0.0], [0.0, 0.0, 0.0], [0.0, 0.0, 0.0], [0.0, 0.0, 0.0], [0.0, 0.0, 0.0], [0.0, 0.0, 0.0], [0.0, 0.0, 0.0], [0.0, 0.0, 0.0], [0.0, 0.0, 0.0], [0.0, 0.0, 0.0], [0.0, 0.0, 0.0], [0.0, 0.0, 0.0], [0.0, 0.0, 0.0], [0.0, 0.0, 0.0], [0.0, 0.0, 0.0], [0.0, 0.0, 0.0], [0.0, 0.0, 0.0], [0.0, 0.0, 0.0], [0.0, 0.0, 0.0], [0.0, 0.0, 0.0], [0.0, 0.0, 0.0], [0.0, 0.0, 0.0], [0.0, 0.0, 0.0], [0.0, 0.0, 0.0], [0.0, 0.0, 0.0], [0.0, 0.0, 0.0], [0.0, 0.0, 0.0], [0.0, 0.0, 0.0], [0.0, 0.0, 0.0], [0.0, 0.0, 0.0], [0.0, 0.0, 0.0], [0.0, 0.0, 0.0], [0.0, 0.0, 0.0], [0.0, 0.0, 0.0], [0.0, 0.0, 0.0], [0.0, 0.0, 0.0], [0.0, 0.0, 0.0], [0.0, 0.0, 0.0], [0.0, 0.0, 0.0], [0.0, 0.0, 0.0], [0.0, 0.0, 0.0], [0.0, 0.0, 0.0], [0.0, 0.0, 0.0], [0.0, 0.0, 0.0], [0.0, 0.0, 0.0], [0.0, 0.0, 0.0], [0.0, 0.0, 0.0], [0.0, 0.0, 0.0], [0.0, 0.0, 0.0], [0.0, 0.0, 0.0], [0.0, 0.0, 0.0], [0.0, 0.0, 0.0], [0.1, 0.1, 0.0], [0.0, -0.1, 0.0], [0.0, 0.0, 0.0], [0.0, 0.0, 0.0], [0.0, 0.0, 0.0], [0.0, 0.0, 0.0]],
  "lowdin_charge": [0.863, -0.364, 0.228, -0.525, -0.543, -0.381, 0.593, -0.744, -0.721, 0.644, -0.622, 0.689, -0.551, -0.106, -0.621, 0.645, -0.719, 0.614, -0.408, 0.543, -0.176, -0.168, -0.170, -0.172, -0.195, -0.191, -0.209, -0.181, -0.176, -0.193, -0.176, -0.178, -0.153, -0.163, -0.207, 0.101, 0.106, 0.080, 0.097, 0.104, 0.097, 0.096, 0.110, 0.108, 0.105, 0.101, 0.108, 0.106, 0.103, 0.089, 0.116, 0.096, 0.098, 0.103, 0.067, 0.104, 0.087, 0.090, 0.085, 0.478, -0.880, 0.033, -0.184, -0.177, -0.206, -0.025, 0.059, 0.119, 0.117, 0.115, 0.108, 0.108, 0.115, 0.094, 0.698, -0.668, -0.122, -0.048, -0.117, 0.077, -0.223, 0.097, 0.107, 0.079, 0.083],
  "charge": -2,
  "relative_energy_kj_mol": 0.0,
  "gap_ev": 6.845,
  "largest_force_ha_per_bohr": 0.003
}

Question: Number 1 is which compound?
Answer: C27H35N5O2P2Zn